16
Properties=species:S:1:pos:R:3:forces:R:3 method="wB97M-V/def2-TZVPD" smiles="CCC(=O)C/N=C/Cl" orbital_gap_ev=10.532 e_homo_ev=-9.9 de_lowest_kj_mol=204.9
Cl -2.611 3.733 0.377 0.49 -0.55 1.18
O -0.345 0.083 -1.790 0.28 -0.23 0.75
N -1.955 1.261 0.344 -0.17 -2.46 -2.93
C -0.206 -0.338 -0.669 -1.67 0.48 0.83
C 0.783 -1.391 -0.244 1.83 1.24 1.50
C 2.138 -1.064 -0.905 -0.35 1.88 0.04
C -1.823 2.245 1.028 -0.06 2.30 0.88
C -1.112 0.114 0.548 -2.55 -1.59 -1.61
H -1.765 -0.766 0.895 0.90 0.92 -0.86
H -0.540 0.329 1.353 2.57 0.25 2.64
H 0.897 -1.425 0.897 -0.36 -0.02 -1.62
H -1.224 2.252 1.961 -0.30 0.91 -0.38
H 2.959 -1.772 -0.747 -0.44 0.08 0.01
H 0.468 -2.319 -0.594 -0.86 -1.75 -0.44
H 2.413 -0.050 -0.468 0.19 -1.19 -0.69
H 1.923 -0.891 -1.984 0.50 -0.27 0.69


19
Properties=species:S:1:pos:R:3:forces:R:3 method="wB97M-V/def2-TZVPD" smiles="NC=O.C=N.CC" orbital_gap_ev=9.086 e_homo_ev=-8.5 de_lowest_kj_mol=417.0
O -0.884 1.119 1.098 -1.52 -1.87 1.31
N -1.185 -0.340 2.815 0.15 -0.24 -0.54
N 1.008 -2.007 -0.849 0.42 0.59 -0.47
C 0.152 0.851 -2.189 0.08 0.04 0.04
C 0.878 -1.186 0.109 -1.25 -2.26 1.32
C 0.946 1.056 -0.912 -2.10 1.79 1.46
C -1.359 0.034 1.524 -0.67 2.95 0.91
H 0.075 1.014 0.099 3.22 -1.03 -2.59
H 1.017 2.125 -0.681 0.13 0.46 -0.54
H 1.989 0.773 -1.040 -0.15 -0.65 0.66
H -1.571 -1.209 3.147 0.13 0.06 0.02
H 0.544 1.451 -3.014 -0.05 -0.08 -0.09
H 0.144 -2.204 -1.357 -0.08 -0.05 0.42
H 0.179 -0.196 -2.496 -0.02 0.01 -0.08
H -2.193 -0.475 1.021 0.46 -0.26 -0.27
H -0.463 0.124 3.345 -0.09 -0.06 0.03
H -0.892 1.131 -2.034 -0.04 0.03 -0.10
H -0.118 -1.072 0.661 1.28 0.23 -1.25
H 1.734 -0.992 0.753 0.10 0.36 -0.23